[1]
Molecular formula: C2H15CdO6
Method: DFT, ωB97M-V/def2-TZVPD

CARTESIAN COORDINATES (ANGSTROEM)
Cd 1.996 -1.276 -3.212
O -1.701 0.364 1.246
O 0.188 1.235 -0.696
O 0.085 -3.470 -1.018
O 3.511 -1.270 0.084
O 1.601 0.821 -3.567
O 1.250 -1.038 -1.386
C -2.371 1.427 1.887
C -2.579 0.963 3.342
H 0.912 1.859 -0.641
H -3.097 0.007 3.408
H 0.452 -1.157 -0.835
H 3.230 -1.235 0.998
H 2.387 1.363 -3.499
H -1.616 0.724 3.793
H 0.589 0.432 -1.028
H 2.697 -1.233 -0.419
H 0.886 1.448 -3.675
H -1.149 0.725 0.549
H -1.794 2.343 1.761
H 0.772 -3.761 -1.618
H -3.130 1.727 3.891
H 0.267 -2.540 -0.879
H -3.390 1.544 1.517

The charge is +2. As for the expectation value of S²: 0.754. The spin multiplicity is 2. For the gap between HOMO and LUMO (alpha / beta), the calculation gives 0.229 / 0.178 Eh. The HOMO energy (alpha / beta) comes out at -16.79 / -16.79 eV.

Results of the Löwdin charge analysis, in e, for atoms 1 through 5: 1.61 0.23 -0.04 -0.03 -0.06



[2]
Molecular formula: C2H15N2O4
Method: DFT, ωB97M-V/def2-TZVPD

CARTESIAN COORDINATES (ANGSTROEM)
O 1.842 0.296 2.257
O 0.249 0.483 -2.557
O -2.449 -0.774 -3.710
O 1.300 -1.557 4.190
N -0.670 0.840 0.031
N -0.184 -1.280 -0.551
C 0.228 -0.130 -0.057
C -0.226 2.156 0.548
H 1.163 -0.068 0.496
H 0.653 -1.866 4.847
H 0.857 0.477 -3.306
H -1.334 0.943 -0.721
H -0.171 2.920 -0.222
H 1.480 -0.363 2.885
H -0.612 0.465 -3.002
H -0.977 2.368 1.312
H 1.574 -2.469 3.987
H 0.351 -2.129 -0.601
H -2.417 -1.490 -4.353
H -1.017 -1.277 -1.122
H -3.033 -0.134 -4.136
H 0.721 2.102 1.074
H 2.672 0.488 2.712

The charge is +1. For the gap between HOMO and LUMO, the calculation gives 0.420 Eh. The HOMO energy comes out at -13.98 eV.

Results of the Löwdin charge analysis, in e, for atoms 1 through 5: -0.08 -0.05 -0.05 -0.05 0.02



[3]
Molecular formula: C2H15NO5
Method: DFT, ωB97M-V/def2-TZVPD

CARTESIAN COORDINATES (ANGSTROEM)
O 0.210 -1.616 -2.809
O -3.033 1.193 -0.107
O -0.894 -3.306 1.300
O 1.817 -0.121 3.154
O 3.422 0.699 1.192
N 0.077 0.332 -0.171
C -1.998 1.409 -1.074
C -0.627 1.609 -0.368
H 2.728 0.947 0.570
H 4.151 1.313 1.250
H 1.365 -0.212 2.317
H -0.569 -0.355 0.188
H -2.257 2.357 -1.577
H -1.861 0.661 -1.863
H -0.726 2.073 0.600
H -1.593 -2.819 1.749
H 2.769 -0.012 3.048
H -0.116 -2.750 1.409
H -3.669 0.575 -0.483
H 0.613 -0.048 -0.939
H -0.630 -2.010 -3.083
H -0.060 2.239 -1.059
H 0.881 -2.158 -3.243

For the gap between HOMO and LUMO, the calculation gives 0.352 Eh. The HOMO energy comes out at -9.21 eV. Its SMILES is NCCO.O.O.O.O.

Results of the Löwdin charge analysis, in e, for atoms 1 through 5: -0.06 -0.07 -0.06 -0.08 -0.06